The following is a quantum chemistry calculation of a structure of composition C22H42HgO16S5, from OMol25.

```
86
Properties=species:S:1:pos:R:3:lowdin_spin:R:1
Hg 10.3010 30.0700 -13.6378 0.019
O 12.3670 26.9435 -11.4939 0.015
C 11.6161 27.8765 -12.0344 0.021
O 11.6781 28.1203 -13.2646 0.521
O 10.7647 28.5298 -11.4108 0.426
H 11.9851 27.0821 -10.6241 0.002
O 8.6527 32.9978 -16.3000 0.000
C 9.1316 32.1176 -15.4083 0.000
O 10.0961 32.4055 -14.6683 0.002
O 8.6744 30.9789 -15.3012 0.000
H 9.1805 33.7494 -16.0204 0.000
C 5.5459 27.9597 -12.2470 0.000
C 6.3310 26.9727 -11.4892 0.000
C 7.7269 26.9502 -11.9424 0.000
S 7.7007 27.2172 -13.7221 0.000
O 7.7875 25.9126 -14.4493 0.000
O 8.5916 28.3775 -13.9483 -0.002
C 5.9676 27.9195 -13.7078 0.000
H 5.8584 28.9287 -11.8579 0.000
H 4.4724 27.9390 -12.0595 0.000
H 5.8537 26.0035 -11.6338 0.000
H 6.3109 27.2112 -10.4258 0.000
H 8.3252 26.0551 -11.7722 0.000
H 8.2817 27.8464 -11.6648 0.000
H 5.2710 27.2013 -14.1402 0.000
H 5.8262 28.8230 -14.3008 0.000
C 14.0995 33.0271 -10.4413 0.000
C 14.0815 31.6173 -9.6812 0.000
C 13.0024 30.7144 -10.2272 0.000
S 11.5793 31.8371 -10.5888 0.000
O 10.7097 31.7206 -9.4345 0.000
O 11.1189 31.4303 -11.9098 -0.002
C 12.5842 33.4550 -10.6426 0.000
H 14.5072 32.7866 -11.4232 0.000
H 14.8146 33.7222 -10.0014 0.000
H 13.9781 31.8540 -8.6222 0.000
H 15.0689 31.1556 -9.6857 0.000
H 12.6222 30.0025 -9.4945 0.000
H 13.2389 30.3023 -11.2082 0.000
H 12.2558 34.0015 -9.7585 0.000
H 12.4581 34.0194 -11.5665 0.000
C 15.1604 30.0321 -16.2406 0.000
C 16.0507 29.9551 -14.9656 0.000
C 15.0468 30.1059 -13.8030 0.000
S 13.8187 31.3905 -14.3543 0.000
O 14.1364 32.6973 -13.7778 0.000
O 12.5187 30.8735 -14.0161 -0.001
C 14.2196 31.2032 -16.1557 0.000
H 14.5108 29.1572 -16.2143 0.000
H 15.7366 29.9682 -17.1636 0.000
H 16.8334 30.7088 -14.8795 0.000
H 16.4641 28.9466 -14.9793 0.000
H 15.3185 30.3669 -12.7802 0.000
H 14.5067 29.1604 -13.7551 0.000
H 14.7303 32.1255 -16.4325 0.000
H 13.3101 31.1603 -16.7550 0.000
C 9.1664 27.2294 -18.3013 0.000
C 9.9147 26.2829 -17.2783 0.000
C 11.1918 26.8846 -16.7616 0.001
S 10.9799 28.7397 -17.0658 0.000
O 11.8245 29.0308 -18.2144 0.001
O 10.9790 29.4414 -15.8018 0.001
C 9.2527 28.7138 -17.7918 0.000
H 8.1386 26.9220 -18.4943 0.000
H 9.6176 27.0703 -19.2807 0.000
H 9.9191 25.2456 -17.6131 0.000
H 9.2757 26.0762 -16.4198 0.000
H 12.1063 26.5278 -17.2354 0.000
H 11.2334 26.7356 -15.6826 0.000
H 9.1096 29.5240 -18.5068 0.000
H 8.5104 28.8614 -17.0074 0.000
C 6.9143 33.8983 -11.5612 0.000
C 6.4421 33.1993 -12.8534 0.000
C 6.3963 31.7292 -12.5635 0.000
S 7.7278 31.3932 -11.2920 0.000
O 8.6940 30.5843 -12.0294 -0.002
O 7.0472 30.9425 -10.0775 0.000
C 8.1934 33.2173 -11.2126 0.000
H 6.1915 33.7111 -10.7671 0.000
H 6.9828 34.9688 -11.7547 0.000
H 7.1310 33.4838 -13.6487 0.000
H 5.4933 33.6036 -13.2061 0.000
H 6.8225 31.1618 -13.3908 0.000
H 5.4427 31.3051 -12.2493 0.000
H 8.9893 33.3672 -11.9421 0.000
H 8.6061 33.4350 -10.2275 0.000
```

Results
**2S+1**: 2
**Frontier orbital gap (spin up / spin down)**: 8.6 / 3.8 eV
**Charge**: +1
**<S²>**: 0.7600